C16H21N3O3S | ωB97M-V/def2-TZVPD

Geometry (Å):
C -0.440 -2.039 0.306
C 0.325 -1.894 -1.017
C -1.937 -2.221 0.014
C -2.589 -0.962 -0.528
C -2.640 -0.569 -1.825
C -3.244 0.073 0.245
C -3.669 1.056 -0.670
C -3.515 0.255 1.611
C -4.357 2.211 -0.266
C -4.187 1.386 2.021
C -4.598 2.368 1.092
C 2.346 -0.522 -0.114
C 2.574 -1.201 1.229
C 1.931 0.950 0.056
C 2.554 1.887 -0.984
C 4.721 2.322 0.739
H -0.359 -1.291 2.186
H -0.693 -0.173 1.088
H -0.063 -3.005 0.726
H -2.059 -3.063 -0.663
H -2.431 -2.522 0.966
H -2.232 -1.065 -2.665
H -3.465 1.151 -2.749
H -3.213 -0.488 2.324
H -4.658 2.945 -0.982
H -4.403 1.538 3.087
H -5.123 3.226 1.431
H 1.906 -1.340 -1.990
H 3.364 -0.503 -0.547
H 0.855 1.029 -0.067
H 2.165 1.291 1.085
H 2.187 2.902 -0.811
H 2.245 1.600 -1.994
H 4.184 3.225 1.012
H 4.394 1.484 1.414
H 5.806 2.441 0.844
H 2.699 -2.867 2.082
N -0.127 -0.989 1.267
N -3.276 0.644 -1.923
N 1.532 -1.259 -1.068
O -0.119 -2.402 -2.035
O 2.988 -0.633 2.206
O 2.428 -2.540 1.177
S 4.373 1.920 -0.996

Output
* ΔE to the lowest compared entry with this formula, charge and spin: 0.797 eV
* E_HOMO: -0.2938 hartree
* total energy: -38382.2675 eV
* SMILES: CSCC[C@H](NC(=O)[C@@H](N)Cc1c[nH]c2ccccc12)C(=O)O
* LUMO: 0.572 eV